This record from the Open Molecules 2025 dataset describes a molecular structure, C41H55Ge2N9O3S2Ti. The level of theory is ωB97M-V/def2-TZVPD.

Values from the calculation:
ΔE to the lowest compared entry with this formula, charge and spin, kcal per mole: 0.00
LUMO, eV: 0.2087
Gap between HOMO and LUMO, eV: 7.191
E_HOMO, eV: -7.0

Last column: Mulliken charge in e.
Positions of all 113 atoms, in Å:
Ti -0.416 0.674 -0.346  0.048
C -3.850 -0.974 4.070  -0.873
C -4.531 -0.084 3.102  0.949
N -5.618 0.582 3.312  -0.907
N -5.848 1.230 2.127  0.183
C -4.934 0.983 1.173  0.015
S -4.867 1.553 -0.387  -0.460
N -4.073 0.137 1.819  0.034
N -2.935 -0.383 1.215  0.892
H -4.444 -1.021 4.979  0.402
H -2.853 -0.607 4.319  0.129
H -3.740 -1.978 3.656  0.152
H -6.652 1.820 2.012  0.182
H -2.162 -0.367 1.875  -0.784
H -3.104 -1.346 0.928  -0.048
C 6.475 -0.855 -4.779  -1.434
C 5.050 -0.465 -4.502  0.952
C 4.052 -1.433 -4.454  -0.926
C 2.737 -1.096 -4.180  -0.207
C 2.417 0.238 -3.973  0.375
C 3.393 1.224 -4.010  -0.321
C 4.703 0.865 -4.271  -1.228
S 0.727 0.647 -3.686  1.450
O 0.201 1.456 -4.745  -0.780
O 0.057 -0.577 -3.341  -0.741
N 0.712 1.583 -2.305  0.707
C 0.456 3.005 -2.327  0.613
C 0.954 3.884 -3.277  -1.035
C 0.719 5.245 -3.152  -1.260
C 0.012 5.725 -2.058  -0.865
C -0.509 4.860 -1.110  1.527
C -1.251 5.310 0.068  -1.254
C -1.665 4.453 0.998  -1.423
C -1.427 2.981 0.881  -0.018
N -0.861 2.567 -0.393  0.998
C -0.330 3.474 -1.266  -0.705
H 6.545 -1.453 -5.689  0.367
H 6.875 -1.457 -3.961  0.312
H 7.111 0.020 -4.896  0.356
H 4.305 -2.473 -4.620  0.489
H 1.967 -1.854 -4.116  0.509
H 3.144 2.258 -3.820  0.190
H 5.470 1.629 -4.295  0.334
H 1.485 3.513 -4.140  0.598
H 1.095 5.925 -3.903  0.404
H -0.150 6.791 -1.941  0.433
H -1.452 6.371 0.164  0.393
H -2.213 4.790 1.869  0.574
H -2.390 2.471 1.024  -1.112
C 1.440 1.040 -1.134  -0.717
H 1.927 0.098 -1.400  0.660
H 2.150 1.757 -0.729  0.260
N -2.486 1.378 -2.719  -0.684
N -2.159 0.368 -1.752  -0.220
H -3.349 1.118 -3.186  0.346
H -1.757 1.411 -3.424  0.125
H -2.132 -0.559 -2.169  0.159
H -2.929 0.395 -1.073  -0.174
O -0.268 1.034 1.451  0.571
C -0.495 2.354 1.963  0.866
C 0.811 3.136 2.046  -1.381
C 1.942 2.505 2.875  -1.330
C 1.504 1.555 3.985  0.967
C 0.571 2.155 5.032  -1.044
C -0.644 2.874 4.429  -0.881
N -1.215 2.272 3.229  0.302
H 0.571 4.134 2.413  0.719
H 1.151 3.283 1.018  0.434
H 2.552 3.309 3.298  0.452
H 2.604 1.948 2.206  0.373
H 2.394 1.161 4.484  0.477
H 1.015 0.697 3.524  -1.058
H 1.111 2.861 5.671  0.424
H 0.227 1.348 5.687  0.358
H -0.391 3.907 4.193  0.416
H -1.441 2.932 5.174  0.509
H -1.472 1.308 3.394  0.086
C 1.612 -4.223 2.370  -1.413
Ge 0.966 -2.394 2.017  0.830
C 2.544 -1.215 2.078  -0.611
C -0.177 -1.878 3.545  -0.488
Ge -0.227 -2.081 -0.102  1.222
C -1.887 -3.175 0.095  -0.833
C -2.146 -3.943 1.235  0.593
C -3.359 -4.596 1.418  -1.051
C -4.353 -4.505 0.454  -0.513
C -4.117 -3.768 -0.697  -1.085
C -2.902 -3.114 -0.866  0.640
C 0.868 -3.136 -1.373  -0.144
C 2.251 -3.229 -1.215  0.526
C 3.033 -3.986 -2.078  -0.994
C 2.446 -4.654 -3.142  -0.588
C 1.072 -4.559 -3.329  -0.787
C 0.296 -3.815 -2.450  -0.045
H 2.324 -4.220 3.197  0.451
H 2.109 -4.625 1.486  0.366
H 0.791 -4.893 2.628  0.379
H 2.953 -1.187 3.090  0.455
H 2.269 -0.200 1.786  -0.394
H 3.328 -1.569 1.409  0.580
H 0.399 -1.870 4.473  0.578
H -1.013 -2.568 3.665  0.535
H -0.567 -0.872 3.382  -0.420
H -1.384 -4.041 1.999  0.075
H -3.524 -5.183 2.314  0.454
H -5.301 -5.009 0.596  0.379
H -4.878 -3.695 -1.464  0.435
H -2.753 -2.544 -1.777  0.219
H 2.735 -2.721 -0.388  -0.063
H 4.102 -4.055 -1.914  0.434
H 3.048 -5.249 -3.817  0.417
H 0.602 -5.077 -4.156  0.433
H -0.776 -3.777 -2.604  0.227

Cartesian forces (eV/Å) of the 3 atoms listed first:
0.1655 0.2959 -0.7617
0.0012 -0.0053 -0.0085
-0.0313 -0.0211 -0.0393

***

This record from the Open Molecules 2025 dataset describes 5 unconnected molecules or ions with the total composition H9S5. The level of theory is ωB97M-V/def2-TZVPD.

Values from the calculation:
Charge: -1
ΔE to the lowest compared entry with this formula, charge and spin, kcal per mole: 14.99
LUMO, eV: 2.9703
Gap between HOMO and LUMO, eV: 6.450
E_HOMO, eV: -3.5

Last column: Mulliken charge in e.
Positions of all 14 atoms, in Å:
S 0.308 0.710 -0.501  -0.647
H 0.054 1.089 -1.829  -0.184
S -0.071 0.636 -4.939  -0.305
H -0.460 0.415 -3.646  0.153
H 1.065 -0.039 -5.035  0.135
S -2.951 -1.063 0.098  -0.289
H -2.068 -0.595 -0.769  0.129
H -2.420 -0.771 1.321  0.122
S 2.408 1.392 2.582  -0.382
H 1.192 1.830 2.939  0.163
H 2.256 1.714 1.294  0.155
S 0.233 -1.788 2.731  -0.282
H 0.262 -1.112 3.858  0.105
H 0.718 -0.771 1.981  0.125

Cartesian forces (eV/Å) of the 3 atoms listed first:
-0.1755 0.3608 -1.3222
0.3238 -0.2482 1.3676
-0.9543 0.5337 -0.1160

***

This record from the Open Molecules 2025 dataset describes C19H17N3O4S in the gas phase. The level of theory is ωB97M-V/def2-TZVPD.

Values from the calculation:
ΔE to the lowest compared entry with this formula, charge and spin, kcal per mole: 100.19
LUMO, eV: 0.1415
Gap between HOMO and LUMO, eV: 9.259
E_HOMO, eV: -9.1

Last column: Mulliken charge in e.
Positions of all 44 atoms, in Å:
C -3.388 3.109 -1.328  -1.043
N -2.941 1.753 -1.578  0.303
C -1.873 1.656 -2.542  -0.090
O -1.660 2.557 -3.434  -0.644
C -0.899 0.432 -2.478  0.255
C 0.533 0.834 -2.236  -1.135
N 0.961 0.325 -0.927  0.079
S 2.056 1.253 -0.040  1.301
O 3.109 1.760 -0.908  -0.706
O 1.273 2.404 0.454  -0.680
C 2.614 0.115 1.219  -0.056
C 2.122 0.133 2.517  0.376
C 2.582 -0.645 3.619  -1.242
C 3.627 -1.508 3.306  0.288
O 4.414 -2.348 4.061  -0.431
C 5.407 -3.001 3.200  -0.301
C 5.316 -2.366 1.994  -0.949
C 4.198 -1.454 2.053  1.128
C 3.743 -0.729 0.982  -0.643
C -0.240 -0.058 -0.191  -0.882
C -1.209 -0.476 -1.292  -0.230
C -2.696 -0.636 -0.998  -0.152
C -3.190 -1.820 -0.467  -0.081
N -4.497 -2.057 -0.277  -0.659
C -5.305 -1.029 -0.525  -0.280
C -4.941 0.267 -1.017  -0.847
C -3.565 0.562 -1.161  0.407
H -4.365 3.066 -0.739  0.327
H -2.680 3.606 -0.683  0.345
H -3.426 3.776 -2.138  0.352
H -0.934 -0.205 -3.350  0.606
H 0.483 1.904 -2.116  0.541
H 1.271 0.465 -2.979  0.217
H 1.175 0.769 2.697  0.302
H 2.422 -0.579 4.663  0.428
H 6.078 -3.795 3.573  0.402
H 6.063 -2.455 1.192  0.359
H 4.295 -0.935 0.058  0.366
H -0.716 0.748 0.475  0.349
H -0.031 -0.901 0.510  0.356
H -0.720 -1.449 -1.433  0.716
H -2.468 -2.682 -0.212  0.334
H -6.296 -1.358 -0.358  0.441
H -5.702 0.993 -1.166  0.468

Cartesian forces (eV/Å) of the 3 atoms listed first:
-1.7910 -0.4947 2.5524
1.6414 -0.3662 -2.0209
0.7619 2.1545 -2.8920

***

- gap between HOMO and LUMO of number 3 (C19H17N3O4S)?
  9.259 eV

***

- The highest E_HOMO belongs to which entry?
  H9S5

***

- Which of these has the highest LUMO?
  H9S5

***

- Among the records above, which one has the highest gap between HOMO and LUMO?
  C19H17N3O4S